No. 1
{"formula": "C19H30O4S2", "method": "wB97M-V/def2-TZVPD", "homo_lumo_gap_ha": 0.3309, "symbols": ["C", "C", "C", "C", "H", "H", "S", "O", "C", "H", "H", "C", "C", "H", "H", "S", "O", "C", "C", "C", "C", "H", "H", "H", "H", "H", "H", "H", "H", "H", "H", "O", "C", "O", "C", "C", "C", "C", "C", "C", "H", "H", "C", "H", "H", "H", "H", "H", "H", "H", "H", "H", "H", "H", "H"], "positions_angstrom": [[-0.296, -4.375, -2.957], [-1.008, -3.233, -2.242], [-2.042, -3.754, -1.242], [-2.780, -2.637, -0.515], [-2.623, -1.649, -0.946], [-3.854, -2.818, -0.482], [-2.335, -2.531, 1.270], [-3.028, -1.335, 1.774], [-0.535, -2.077, 1.143], [-0.142, -2.191, 2.155], [-0.062, -2.817, 0.502], [-0.250, -0.667, 0.656], [-0.897, 0.401, 1.516], [-1.145, 0.042, 2.511], [-0.255, 1.275, 1.586], [-2.524, 0.914, 0.727], [-2.505, 0.344, -0.628], [-1.998, 2.669, 0.439], [-3.086, 3.368, -0.354], [-2.712, 4.808, -0.704], [-3.804, 5.491, -1.517], [-4.737, 5.518, -0.957], [-3.979, 4.953, -2.446], [-3.520, 6.513, -1.760], [-2.539, 5.370, 0.217], [-1.780, 4.808, -1.273], [-4.016, 3.360, 0.220], [-3.257, 2.803, -1.273], [-1.852, 3.129, 1.415], [-1.064, 2.644, -0.119], [-0.605, -0.521, -0.377], [1.184, -0.552, 0.650], [1.719, 0.480, -0.021], [1.063, 1.320, -0.588], [3.198, 0.471, 0.022], [3.885, 1.490, -0.635], [5.264, 1.524, -0.616], [5.989, 0.545, 0.058], [5.296, -0.470, 0.711], [3.916, -0.512, 0.697], [3.387, -1.302, 1.207], [5.849, -1.235, 1.237], [7.485, 0.572, 0.060], [7.883, 0.091, 0.950], [7.855, 1.594, 0.012], [7.865, 0.037, -0.811], [5.789, 2.318, -1.126], [3.315, 2.246, -1.155], [-1.554, -4.408, -0.513], [-2.760, -4.372, -1.787], [-1.514, -2.602, -2.975], [-0.269, -2.612, -1.734], [-1.011, -4.991, -3.497], [0.428, -3.987, -3.668], [0.228, -5.007, -2.243]], "nbo_charge": [-0.602, -0.388, -0.420, -0.621, 0.283, 0.234, 1.267, -1.002, -0.619, 0.230, 0.235, 0.046, -0.619, 0.236, 0.239, 1.310, -1.021, -0.598, -0.418, -0.385, -0.599, 0.200, 0.203, 0.207, 0.191, 0.197, 0.197, 0.220, 0.206, 0.238, 0.248, -0.517, 0.778, -0.603, -0.123, -0.158, -0.228, 0.014, -0.216, -0.180, 0.228, 0.210, -0.631, 0.218, 0.219, 0.226, 0.212, 0.234, 0.195, 0.214, 0.206, 0.191, 0.202, 0.212, 0.199]}

No. 2
{"formula": "CH6OS2", "method": "wB97M-V/def2-TZVPD", "homo_lumo_gap_ha": 0.3498, "smiles": "CSS.O", "symbols": ["C", "S", "S", "H", "H", "H", "H", "O", "H", "H"], "positions_angstrom": [[0.463, -2.822, -1.837], [0.070, -1.066, -2.250], [0.701, 0.025, -0.686], [-0.181, -3.330, -2.631], [-0.134, -3.100, -0.907], [1.489, -3.156, -1.899], [-0.111, 0.213, 0.472], [-1.641, 4.368, 6.403], [-1.417, 3.389, 6.280], [-1.633, 4.623, 5.460]], "nbo_charge": [-0.754, 0.121, -0.190, 0.228, 0.234, 0.229, 0.132, -0.928, 0.464, 0.464]}

No. 3
{"formula": "C30H18AuBF2IN2PS2", "method": "wB97M-V/def2-TZVPD", "spin_multiplicity": 3, "homo_lumo_gap_ha": [0.2302, 0.2168], "symbols": ["Au", "I", "C", "C", "C", "C", "C", "C", "C", "C", "C", "P", "C", "C", "C", "C", "C", "C", "C", "C", "C", "C", "C", "C", "C", "H", "H", "H", "H", "H", "H", "H", "H", "H", "H", "H", "H", "H", "H", "H", "H", "S", "C", "C", "C", "C", "N", "C", "C", "C", "S", "C", "N", "H", "H", "F", "B", "F"], "positions_angstrom": [[1.285, -3.105, -1.661], [1.161, -1.325, -3.664], [1.445, 1.694, -0.760], [2.572, 2.373, -1.124], [2.523, 3.763, -1.375], [1.348, 4.437, -1.254], [0.144, 3.753, -0.939], [-1.092, 4.441, -0.858], [-2.256, 3.777, -0.603], [-2.245, 2.377, -0.435], [-1.071, 1.675, -0.502], [-1.086, -0.128, -0.424], [-1.932, -0.594, 1.089], [-1.218, -0.481, 2.284], [-1.839, -0.765, 3.490], [-3.168, -1.171, 3.506], [-3.876, -1.296, 2.318], [-3.262, -1.013, 1.105], [-1.958, -0.767, -1.841], [-2.161, 0.006, -2.986], [-2.724, -0.574, -4.110], [-3.064, -1.921, -4.106], [-2.830, -2.701, -2.979], [-2.264, -2.133, -1.852], [0.169, 2.354, -0.725], [3.510, 1.840, -1.232], [3.431, 4.284, -1.653], [1.308, 5.508, -1.416], [-1.095, 5.514, -1.007], [-3.193, 4.316, -0.543], [-3.178, 1.853, -0.261], [-0.176, -0.181, 2.268], [-1.284, -0.679, 4.415], [-3.652, -1.397, 4.448], [-4.911, -1.614, 2.333], [-3.817, -1.111, 0.181], [-1.877, 1.051, -3.000], [-2.885, 0.024, -4.998], [-3.495, -2.371, -4.991], [-3.070, -3.756, -2.985], [-2.045, -2.750, -0.988], [1.393, -2.730, 0.863], [2.624, -1.587, 1.380], [3.588, -1.940, 2.325], [4.415, -0.987, 2.902], [5.379, -1.394, 3.902], [6.145, -1.725, 4.693], [4.293, 0.361, 2.545], [3.376, 0.731, 1.571], [2.592, -0.240, 0.975], [1.515, -0.041, -0.406], [5.111, 1.382, 3.161], [5.739, 2.219, 3.637], [3.658, -2.973, 2.639], [3.293, 1.774, 1.293], [1.138, -6.065, -1.121], [0.451, -4.946, -1.296], [-0.883, -5.045, -1.226]], "mulliken_spin": [0.388, 0.088, -0.004, -0.013, 0.001, 0.005, -0.005, 0.000, 0.001, 0.000, -0.026, 0.320, 0.040, 0.031, -0.014, 0.025, -0.009, 0.028, 0.065, 0.045, -0.023, 0.057, -0.028, 0.076, 0.056, 0.005, 0.000, 0.000, 0.000, 0.000, 0.004, 0.014, -0.001, 0.002, 0.000, 0.002, 0.004, -0.001, 0.003, 0.000, 0.015, 0.184, 0.013, 0.013, 0.018, -0.002, 0.007, 0.021, 0.020, 0.035, 0.262, -0.001, 0.008, 0.001, 0.004, 0.025, 0.228, 0.013]}

Results for energy relative to the best compared isomer or geometry (same formula, charge and spin): 0.2153, 0.7990, 0.0259 (in eV, following the order of the records).